No. 1
Molecular formula: C6H14N2O2S
Method: DFT, the ωB97M-V functional and the def2-TZVPD basis

Structure (XYZ):
```
25
C6H14N2O2S the ωB97M-V functional and the def2-TZVPD basis
C 2.311 -0.357 -0.033
C 1.137 -0.997 0.703
C 1.805 0.662 -1.048
C 0.303 0.067 1.408
C 0.995 1.748 -0.346
C -0.177 1.156 0.443
N -3.623 -0.079 -0.911
N -1.146 0.659 -0.495
O -2.905 0.511 1.412
O -2.065 -2.408 -0.296
S -2.518 0.304 0.053
H 2.957 0.148 0.689
H 2.904 -1.126 -0.535
H 0.507 -1.535 -0.005
H 1.505 -1.714 1.441
H 2.649 1.120 -1.565
H 1.179 0.168 -1.790
H -0.568 -0.397 1.877
H 0.899 0.541 2.191
H 1.640 2.292 0.349
H 0.607 2.459 -1.077
H -0.636 1.958 1.041
H -3.279 -0.155 -1.854
H -1.536 -2.331 -1.097
H -2.947 -2.695 -0.555
```

HOMO-LUMO gap: 10.060 eV
Energy above the lowest of the compared OMol25 structures with the same formula, charge and spin: 1.749 eV
Energy: -895.128138 a.u.
Structure (SMILES): N=S(=O)=NC1CCCCC1.O


No. 2
Molecular formula: C39H57F4N12O3S
Method: DFT, the ωB97M-V functional and the def2-TZVPD basis

Structure (XYZ):
```
116
C39H57F4N12O3S the ωB97M-V functional and the def2-TZVPD basis
N 0.508 -2.329 -0.022
C 1.036 -1.831 1.252
C 1.955 -2.889 1.932
O 2.421 -3.828 0.979
C 1.349 -3.588 3.149
N 0.334 -4.618 2.835
C 0.815 -5.973 2.634
S 0.784 -6.517 0.894
O 0.400 -7.893 0.947
O -0.033 -5.589 0.180
C -0.953 -4.328 2.708
N -1.922 -5.218 2.312
C -2.818 -5.632 3.420
C -3.134 -4.390 4.276
C -2.813 -3.067 3.563
C -2.776 -1.976 4.653
N -2.530 -0.620 4.153
C -3.870 -2.722 2.481
F -4.232 -3.841 1.809
F -3.314 -1.875 1.572
C -5.194 -2.064 3.008
F -6.218 -2.500 2.231
F -5.125 -0.734 2.898
N -1.436 -3.092 2.971
H 1.079 -1.947 -0.764
H -0.442 -2.026 -0.194
H 0.246 -1.498 1.921
H 1.667 -0.959 1.059
H 2.829 -2.339 2.301
H 3.276 -4.149 1.292
H 0.962 -2.859 3.862
H 2.160 -4.093 3.676
H 0.140 -6.683 3.115
H 1.790 -6.096 3.098
H 2.072 -6.424 0.484
H -1.557 -5.962 1.730
H -2.373 -6.427 4.022
H -3.731 -6.026 2.981
H -4.178 -4.401 4.582
H -2.495 -4.426 5.161
H -1.979 -2.271 5.348
H -3.690 -2.018 5.247
H -1.851 -0.149 4.740
H -2.142 -0.612 3.216
H -5.434 -2.354 4.034
H -0.828 -2.525 3.551
N 6.934 -1.026 2.020
C 5.844 -1.762 1.648
C 5.032 -0.955 0.893
C 5.660 0.317 0.807
C 6.831 0.239 1.510
H 7.697 -1.362 2.580
H 5.748 -2.793 1.946
H 4.095 -1.243 0.443
H 5.295 1.186 0.287
H 7.599 0.972 1.692
N -1.743 0.815 -1.151
C -0.428 0.965 -0.794
C 0.234 1.530 -1.850
C -0.719 1.725 -2.887
C -1.928 1.277 -2.424
H -2.464 0.426 -0.571
H -0.081 0.663 0.179
H 1.283 1.776 -1.881
H -0.535 2.141 -3.863
H -2.898 1.248 -2.890
N -0.753 5.006 -3.663
C -0.599 6.267 -3.159
C -0.302 7.102 -4.203
C -0.275 6.313 -5.384
C -0.560 5.025 -5.017
H -0.976 4.187 -3.124
H -0.716 6.464 -2.107
H -0.122 8.161 -4.126
H -0.069 6.653 -6.387
H -0.642 4.125 -5.604
N -0.364 10.848 -5.779
C -1.486 10.116 -6.062
C -2.342 10.920 -6.767
C -1.712 12.185 -6.914
C -0.494 12.109 -6.295
H 0.432 10.513 -5.270
H -1.578 9.093 -5.742
H -3.313 10.633 -7.136
H -2.108 13.051 -7.418
H 0.288 12.840 -6.179
N -2.695 5.039 -7.969
C -3.288 3.811 -7.878
C -3.431 3.318 -9.148
C -2.903 4.289 -10.040
C -2.456 5.339 -9.282
H -2.469 5.632 -7.188
H -3.557 3.395 -6.922
H -3.868 2.368 -9.409
H -2.857 4.225 -11.114
H -1.991 6.268 -9.563
N 10.770 0.449 -0.162
C 10.408 -0.492 0.762
C 11.553 -0.994 1.322
C 12.649 -0.325 0.713
C 12.133 0.557 -0.197
H 10.134 0.976 -0.732
H 9.373 -0.727 0.936
H 11.602 -1.755 2.083
H 13.695 -0.477 0.920
H 12.618 1.250 -0.863
N -6.864 -4.968 6.400
C -6.497 -6.289 6.366
C -6.526 -6.763 7.649
C -6.928 -5.689 8.489
C -7.131 -4.597 7.691
H -6.940 -4.366 5.602
H -6.255 -6.777 5.436
H -6.293 -7.770 7.953
H -7.060 -5.720 9.558
H -7.445 -3.595 7.929
```

HOMO-LUMO gap: 6.021 eV
Energy: -3200.384462 a.u.
Total charge: +1


No. 3
Molecular formula: C14H18N2O5
Method: DFT, the ωB97M-V functional and the def2-TZVPD basis

Structure (XYZ):
```
39
C14H18N2O5 the ωB97M-V functional and the def2-TZVPD basis
C -1.147 0.217 -0.114
C 0.200 0.703 0.378
C -2.224 0.400 0.949
C -3.597 0.051 0.335
C -4.247 1.023 -0.402
C -4.214 -1.194 0.488
C -5.490 0.779 -0.973
C -5.494 -1.443 -0.018
C -6.104 -0.457 -0.772
C 2.593 0.407 0.418
C 3.075 1.733 -0.246
C 3.511 -0.755 0.183
C 4.911 -0.603 0.796
C 6.016 -1.034 -0.176
H -1.068 -1.852 0.061
H -1.850 -1.275 -1.261
H -1.357 0.907 -0.937
H -2.056 -0.215 1.819
H -2.193 1.472 1.226
H -3.769 1.982 -0.498
H -3.710 -1.972 1.041
H -6.002 1.504 -1.578
H -5.940 -2.428 0.054
H -7.083 -0.626 -1.214
H 1.154 -0.677 -0.773
H 2.474 0.583 1.519
H 3.600 -0.878 -0.928
H 2.979 -1.614 0.604
H 5.102 0.485 1.049
H 5.070 -1.236 1.659
H 5.443 0.433 -1.202
H 1.623 2.638 0.543
N -1.022 -1.143 -0.694
N 1.292 0.089 -0.096
O 0.257 1.691 1.108
O 4.102 1.775 -0.914
O 6.783 -1.939 0.008
O 6.006 -0.366 -1.356
O 2.374 2.832 -0.083
```

HOMO-LUMO gap: 10.013 eV
Energy above the lowest of the compared OMol25 structures with the same formula, charge and spin: 0.275 eV
Energy: -1030.068133 a.u.
Structure (SMILES): N[C@@H](Cc1ccccc1)C(=O)N[C@@H](CCC(=O)O)C(=O)O